1.
Formula: C4H33N2O12S
Source: the Open Molecules 2025 dataset
Level of theory: wB97M-V/def2-TZVPD

Summary:
Net charge = -1
Energy = -1582.7010 Eh
F_max = 7.699 eV/A
E_HOMO = -0.208 Eh
Energy above the lowest of the compared OMol25 structures with the same formula, charge and spin = 307.43 kJ/mol

Geometry (Å):
C 0.419 1.724 -2.222
N 0.947 2.915 -1.613
C -0.397 0.882 -1.138
C -1.751 0.554 -1.760
S -1.887 -1.146 -2.227
N 0.399 -0.304 -0.756
C 1.767 -0.076 -0.150
O 2.822 -0.008 -1.129
H -0.451 1.799 -3.062
H 1.298 1.126 -2.675
H 0.250 3.727 -1.455
H 1.422 2.588 -0.890
H -0.630 1.605 -0.296
H -2.513 0.784 -1.129
H -1.981 1.065 -2.708
H -0.635 -1.318 -2.715
H -0.067 -0.829 -0.070
H 1.723 0.933 0.327
H 1.851 -0.952 0.594
H -2.902 1.199 2.734
H -1.536 0.691 3.109
O -2.417 0.493 3.197
H -0.783 -1.140 1.567
H -2.171 -0.681 1.378
O -1.647 -1.547 1.479
H 3.947 1.333 0.542
H -0.301 2.653 2.883
O -0.346 2.067 2.255
H 0.827 -1.830 2.440
H 2.274 -2.278 2.077
O 1.376 -2.598 2.145
H -3.185 3.152 0.852
H -1.847 2.988 1.609
O -2.756 2.564 1.378
H -0.471 -3.683 -1.865
H 0.125 -4.075 -0.546
O 0.370 -3.790 -1.530
H -0.155 4.694 0.416
H -0.400 3.062 1.093
O -0.534 3.852 0.461
H 0.657 1.093 2.516
H 0.650 0.190 3.688
O 1.134 0.111 2.928
H 1.719 -1.608 -2.689
H 1.631 -3.125 -2.627
O 2.120 -2.405 -3.096
H -2.087 -3.850 0.562
H -0.840 -3.392 1.211
O -1.183 -4.132 0.772
H 3.567 2.163 1.731
H 2.369 -0.196 -1.946
O 3.458 2.100 0.786

Atomic forces in eV per Å
C -1.8 -1.2 -1.2
N -3.2 3.4 -5.7
C 1.1 1.2 -0.4
C 1.7 -0.9 -1.9
S -0.4 -1.7 -0.5
N 1.7 1.1 -0.6
C -1.9 0.4 0.4
O -0.6 -0.3 1.1
H 2.8 0.9 1.5
H -1.6 0.8 0.6
H 1.8 -2.8 0.1
H 2.5 -0.6 4.4
H 0.6 -1.0 -0.7
H -2.3 0.4 2.0
H 0.4 0.4 0.6
H -0.4 0.2 0.2
H -1.0 -1.1 0.5
H 0.4 -1.2 0.2
H 0.4 1.6 -1.3
H 0.6 -0.1 0.1
H 3.3 1.2 -0.7
O -4.2 -1.0 0.6
H 0.5 0.0 0.4
H 0.6 -1.9 0.6
O -1.0 2.0 -0.7
H 0.5 -1.0 -0.6
H 0.6 5.1 5.7
O 0.4 -5.0 -5.5
H 1.3 -0.4 0.0
H 0.1 0.3 0.1
O -1.3 -0.1 0.1
H -1.8 2.7 -2.4
H -2.5 -1.3 -0.6
O 3.0 -1.7 2.8
H -2.9 0.5 -1.3
H 0.7 0.8 -2.6
O 2.0 -1.6 3.9
H 1.4 1.2 1.0
H 1.6 0.8 0.5
O -2.4 -1.3 -0.9
H 0.4 -1.6 0.2
H -1.7 -0.3 3.6
O 0.7 1.8 -3.8
H 0.2 -0.9 -0.3
H 0.4 0.7 -0.2
O -0.7 0.2 0.3
H 0.4 0.0 0.0
H 0.8 1.8 1.2
O -1.1 -2.1 -1.1
H -0.1 0.0 0.5
H 0.3 -0.1 -0.4
O -0.2 1.3 0.1

Results of the natural (NBO) charge analysis, in e, for atoms 1 through 5:
1 C -0.20
2 N -0.86
3 C -0.11
4 C -0.53
5 S -0.08

2.
Formula: C57H100F16N15O32S16
Source: the Open Molecules 2025 dataset
Level of theory: wB97M-V/def2-TZVPD

Summary:
Net charge = -1
Energy = -13429.7506 Eh
F_max = 7.366 eV/A
E_HOMO = -0.252 Eh

Geometry (Å):
C -8.394 -6.827 36.386
C -9.825 -7.034 35.997
C -10.212 -6.541 34.583
C -9.367 -7.132 33.455
N -10.025 -7.185 32.147
C -11.071 -8.276 32.132
C -11.376 -8.614 30.730
C -10.136 -8.173 29.928
C -9.099 -7.790 30.994
C -10.631 -5.864 31.708
C -9.598 -4.744 31.535
C -10.214 -3.321 31.240
H -7.637 -7.070 35.617
H -8.252 -7.449 37.263
H -8.182 -5.834 36.691
H -10.441 -6.471 36.658
H -10.173 -8.036 36.168
H -10.211 -5.418 34.522
H -11.266 -6.850 34.477
H -9.009 -8.104 33.715
H -8.402 -6.610 33.343
H -11.899 -7.864 32.706
H -10.729 -9.082 32.720
H -12.254 -8.169 30.254
H -11.406 -9.699 30.626
H -10.321 -7.405 29.181
H -9.733 -9.001 29.353
H -8.395 -6.949 30.805
H -8.553 -8.642 31.394
H -11.400 -5.659 32.422
H -11.177 -5.992 30.765
H -8.906 -4.818 30.720
H -8.995 -4.652 32.446
H -9.402 -2.597 31.245
H -10.964 -2.938 31.926
H -10.704 -3.285 30.257
C -10.819 -26.577 24.215
C -9.352 -26.720 24.464
C -8.420 -25.735 23.568
C -8.904 -24.321 23.806
N -8.123 -23.255 23.152
C -6.621 -23.222 23.527
C -6.209 -21.825 23.178
C -7.493 -20.998 23.285
C -8.580 -22.015 23.722
C -8.279 -23.383 21.629
C -9.725 -23.822 21.104
C -9.777 -23.614 19.560
H -11.017 -26.701 23.118
H -11.192 -25.619 24.548
H -11.335 -27.281 24.785
H -9.035 -27.733 24.245
H -9.001 -26.431 25.458
H -8.542 -25.977 22.482
H -7.367 -25.854 23.877
H -8.922 -24.178 24.855
H -9.918 -24.160 23.480
H -6.078 -24.051 23.112
H -6.697 -23.343 24.615
H -5.741 -21.768 22.206
H -5.454 -21.462 23.857
H -7.792 -20.452 22.394
H -7.454 -20.239 24.047
H -9.569 -21.727 23.399
H -8.629 -22.186 24.848
H -7.601 -24.202 21.322
H -7.941 -22.489 21.132
H -10.464 -23.223 21.617
H -9.995 -24.852 21.346
H -9.551 -22.547 19.350
H -10.825 -23.853 19.230
H -9.042 -24.254 19.086
C -12.437 -22.210 36.509
C -12.205 -23.034 35.237
C -11.375 -22.405 34.091
C -11.378 -23.441 32.892
N -10.703 -23.011 31.612
C -11.000 -24.064 30.524
C -9.721 -24.004 29.625
C -8.728 -23.051 30.433
C -9.249 -22.889 31.805
C -11.227 -21.691 31.093
C -12.793 -21.580 30.966
C -13.144 -20.181 30.401
H -13.147 -22.684 37.159
H -12.832 -21.213 36.332
H -11.548 -22.030 37.128
H -13.215 -23.349 34.977
H -11.705 -24.026 35.451
H -10.373 -22.211 34.514
H -11.887 -21.487 33.814
H -12.390 -23.671 32.590
H -10.925 -24.413 33.145
H -11.992 -23.837 30.061
H -11.131 -25.000 30.998
H -9.896 -23.828 28.548
H -9.295 -25.002 29.688
H -8.543 -22.169 29.839
H -7.731 -23.512 30.473
H -8.948 -22.024 32.378
H -8.921 -23.725 32.416
H -10.823 -21.568 30.090
H -10.962 -20.915 31.783
H -13.294 -21.796 31.900
H -13.111 -22.280 30.177
H -12.941 -20.144 29.350
H -12.656 -19.250 30.907
H -14.219 -20.132 30.495
C -7.669 -21.181 27.338
N -8.191 -19.912 27.971
C -7.258 -18.962 28.407
C -7.695 -17.763 28.826
C -9.084 -17.534 28.905
C -9.970 -18.486 28.431
C -9.482 -19.703 28.010
C -9.529 -16.202 29.321
C -9.557 -15.277 28.295
C -9.951 -14.025 28.632
N -10.252 -13.675 29.908
C -10.141 -14.556 30.936
C -9.896 -15.879 30.624
C -10.656 -12.265 30.118
H -6.739 -21.452 27.788
H -7.364 -20.887 26.292
H -8.462 -21.916 27.473
H -6.219 -19.198 28.208
H -6.985 -17.061 29.160
H -11.048 -18.306 28.432
H -10.143 -20.499 27.664
H -9.216 -15.558 27.301
H -10.040 -13.243 27.907
H -10.344 -14.251 31.954
H -9.904 -16.580 31.418
H -9.749 -11.637 29.907
H -11.028 -12.108 31.120
H -11.501 -12.127 29.415
C -7.795 -13.150 22.923
N -6.841 -13.265 24.152
C -7.459 -13.193 25.334
C -6.663 -13.240 26.462
C -5.309 -13.499 26.374
C -4.707 -13.443 25.123
C -5.525 -13.300 24.027
C -4.551 -13.833 27.615
C -4.990 -14.691 28.635
C -4.276 -14.763 29.836
N -3.083 -14.265 29.874
C -2.539 -13.511 28.925
C -3.258 -13.333 27.765
C -2.273 -14.700 31.035
H -7.180 -13.455 22.083
H -8.087 -12.119 22.923
H -8.558 -13.923 23.080
H -8.538 -12.975 25.355
H -7.061 -13.178 27.468
H -3.724 -13.825 24.906
H -5.060 -13.316 23.024
H -5.965 -15.202 28.563
H -4.686 -15.435 30.571
H -1.518 -13.255 29.121
H -2.928 -12.674 27.001
H -1.530 -15.385 30.634
H -2.902 -15.165 31.798
H -1.751 -13.868 31.463
N -7.166 -18.449 32.537
S -6.486 -17.162 32.374
O -6.884 -16.351 31.228
O -5.053 -17.323 32.564
F -6.876 -16.121 33.576
S -8.602 -19.001 32.317
O -8.888 -19.530 31.005
O -9.720 -18.339 32.969
F -8.326 -20.414 33.164
N -7.944 -11.860 34.203
S -9.294 -11.488 33.647
O -9.992 -10.339 34.174
O -10.025 -12.660 33.239
F -8.971 -10.825 32.156
S -6.988 -10.974 35.214
O -6.357 -11.747 36.207
O -7.540 -9.735 35.484
F -5.791 -10.674 34.159
N -1.298 -17.917 26.876
S -0.723 -16.438 27.004
O -0.735 -15.991 28.347
O -1.091 -15.458 26.025
F 0.729 -16.922 26.642
S -3.019 -17.914 26.986
O -3.649 -17.363 25.873
O -3.491 -17.414 28.250
F -3.041 -19.485 26.903
N -8.053 -16.276 25.043
S -6.725 -16.953 25.608
O -6.858 -18.373 25.872
O -6.218 -16.185 26.650
F -5.825 -16.905 24.397
S -9.168 -16.948 24.199
O -9.982 -15.923 23.628
O -9.785 -18.039 24.941
F -8.354 -17.628 22.930
N -5.422 -24.482 26.517
S -4.302 -23.777 27.396
O -3.748 -24.692 28.370
O -4.648 -22.413 27.647
F -3.075 -23.807 26.422
S -6.739 -25.051 27.251
O -7.931 -24.386 26.694
O -6.766 -25.307 28.669
F -6.735 -26.444 26.562
N -6.840 -9.518 26.678
S -6.524 -9.115 28.135
O -7.448 -8.027 28.470
O -5.089 -8.938 28.322
F -6.948 -10.231 29.128
S -8.183 -10.027 26.029
O -9.018 -10.904 26.782
O -7.869 -10.323 24.679
F -9.016 -8.474 25.939
N -13.390 -14.417 25.704
S -14.700 -13.895 24.984
O -14.849 -12.485 25.316
O -15.796 -14.776 25.053
F -14.020 -14.030 23.586
S -13.091 -14.672 27.286
O -14.235 -15.171 28.083
O -12.220 -13.721 27.848
F -12.137 -15.885 27.126
N -13.170 -22.379 25.780
S -11.941 -22.632 26.748
O -12.284 -21.956 27.925
O -10.635 -22.546 26.348
F -12.072 -24.263 27.110
S -13.145 -23.052 24.253
O -11.866 -23.020 23.537
O -14.364 -22.532 23.668
F -13.265 -24.693 24.639

Atomic forces in eV per Å
C 0.7 -1.0 -0.1
C -0.2 0.8 -1.3
C -0.6 0.3 0.1
C 1.3 0.9 0.7
N 0.1 -1.6 -1.9
C -1.4 2.1 1.4
C 0.4 -0.5 -1.8
C 1.1 -0.3 0.0
C -0.2 2.3 0.5
C 0.8 -0.2 -1.1
C -0.9 1.7 1.0
C -0.2 -0.7 -0.1
H -0.5 -0.3 0.4
H 0.6 -0.2 0.0
H 0.0 1.2 0.2
H -0.5 0.7 0.7
H 0.2 -0.8 -0.4
H 0.1 -0.9 0.2
H 0.3 0.2 -0.2
H -0.3 -1.1 0.1
H -0.5 0.3 -0.1
H -0.4 -0.1 -0.2
H 0.8 -0.9 0.4
H -0.1 -0.2 0.6
H -0.5 0.1 0.1
H 0.0 0.2 0.2
H 0.1 -0.1 -0.1
H -0.4 -0.9 -0.5
H -0.2 0.0 0.2
H -0.2 0.5 0.7
H 0.3 -0.4 0.1
H 0.3 -1.0 -0.5
H -0.1 0.0 -0.1
H 0.1 0.0 -0.1
H 0.0 -0.3 0.5
H 0.3 -0.2 0.1
C 0.6 1.2 -1.4
C 2.4 1.4 -1.1
C -1.3 -1.0 -0.3
C 0.0 -1.3 -0.4
N 0.7 -1.5 -1.3
C -1.6 -0.2 1.1
C 0.3 0.5 -0.3
C -0.9 0.0 0.7
C 0.3 2.0 1.0
C -1.0 -1.9 -0.1
C 1.2 1.0 -0.1
C -1.0 0.5 1.2
H -0.1 0.0 0.9
H -0.1 0.3 -0.2
H -1.0 -1.4 0.7
H 0.2 -0.2 0.1
H -0.6 -0.4 0.3
H 0.3 -0.1 0.8
H -0.4 0.0 -0.2
H 0.3 0.6 1.0
H -0.3 -0.2 -0.1
H 0.1 -0.2 -0.3
H 0.5 -0.1 -0.1
H -0.1 0.0 -0.5
H 0.2 0.0 0.4
H 0.1 -0.2 -0.3
H 0.3 0.4 0.3
H -0.3 -0.2 -0.2
H 0.2 0.4 -1.5
H -0.1 0.5 0.3
H 0.0 0.5 0.1
H -0.3 0.4 -0.1
H 0.5 0.0 0.1
H -0.2 -0.7 -0.2
H 1.1 0.2 0.0
H 0.0 -0.1 -0.3
C 1.1 0.5 0.2
C 0.4 -1.3 0.5
C -0.7 -1.3 0.0
C 0.1 0.7 0.5
N -2.0 0.2 0.8
C 0.4 1.6 -0.8
C 0.0 -0.5 1.3
C 1.3 -1.0 -2.5
C 0.2 -0.9 0.1
C -2.1 -0.2 -0.1
C 1.7 0.1 -1.1
C 0.5 0.7 1.4
H -0.4 -0.5 0.2
H -0.1 0.1 -0.5
H 0.1 -0.2 -0.3
H 0.0 0.2 -0.9
H -0.4 1.0 0.3
H -0.3 0.1 -0.6
H 0.4 0.2 -0.3
H -0.4 0.1 0.2
H 0.1 0.5 0.2
H 1.1 0.1 0.2
H 0.2 -1.0 0.6
H 0.1 0.4 0.8
H 0.1 -0.1 -0.3
H -0.3 0.7 0.3
H -0.3 -0.1 -0.1
H -0.4 0.3 -0.4
H -0.2 -0.4 0.0
H 0.2 0.2 0.2
H 0.8 0.3 0.2
H -0.1 0.1 0.2
H -0.2 0.1 0.5
H 0.3 0.0 -0.5
H -0.8 -1.8 -0.6
H -0.4 0.6 0.0
C -0.2 1.7 -0.6
N 2.9 -0.1 0.3
C -1.2 -1.9 -1.6
C -1.3 -0.3 0.5
C 0.5 -0.6 -0.5
C -0.5 0.5 0.6
C -0.9 0.2 -0.3
C -0.4 -0.4 0.1
C 0.6 -0.2 0.5
C -0.1 1.0 0.5
N 0.7 -0.2 0.5
C -0.9 -0.4 -1.1
C 0.5 0.9 -0.5
C 0.2 0.1 -0.9
H 0.4 -0.4 0.7
H -0.9 -0.6 0.8
H 0.3 -0.2 -0.6
H -0.1 -0.1 0.3
H 0.5 0.7 0.2
H 0.4 -0.1 0.0
H 0.2 0.2 0.0
H -0.3 0.2 0.0
H 0.1 0.3 -0.1
H 0.0 0.4 -0.3
H 0.1 -0.6 0.5
H -1.1 -0.4 0.2
H 0.3 -0.2 0.2
H 0.7 0.3 0.2
C 1.9 -1.3 1.4
N -2.2 0.7 -1.7
C 0.4 0.6 0.9
C -0.7 -0.3 0.6
C 0.5 -0.2 0.2
C -0.4 -1.0 0.0
C 1.0 -0.4 -0.7
C 0.7 -0.8 0.5
C -1.4 1.1 0.2
C -2.6 -1.6 -2.8
N 1.4 -0.1 2.5
C -0.2 -0.7 -1.0
C -0.3 0.9 0.4
C 0.4 -0.1 -0.1
H -0.1 0.3 -0.3
H -0.5 0.3 -0.3
H -0.1 0.5 0.0
H 0.7 -0.5 -0.1
H -0.4 0.0 -0.2
H 0.5 0.5 0.4
H -0.8 0.0 0.6
H 0.8 0.4 0.1
H 0.4 0.1 0.6
H 0.2 0.4 -0.3
H 0.7 0.3 -0.4
H -0.1 -0.3 0.1
H 0.1 0.0 -0.4
H 0.2 0.6 0.2
N -2.6 -3.2 0.8
S 4.3 5.9 -0.9
O -0.1 -0.9 0.7
O -1.7 0.0 -0.2
F -0.2 -1.6 -0.6
S -1.4 -1.6 0.4
O 0.7 0.5 0.9
O 1.8 -0.6 -0.4
F -0.5 1.8 -0.3
N 2.1 0.0 1.9
S -1.2 1.1 -1.6
O 0.0 -0.9 0.6
O 0.1 0.7 0.7
F 0.4 -0.4 0.2
S 0.7 -2.5 -3.5
O -0.2 -0.6 0.3
O -1.1 2.9 0.9
F -0.8 -0.2 0.7
N -3.4 0.9 -0.2
S -0.7 -2.2 -1.0
O 0.6 1.1 1.6
O 0.1 0.1 -0.2
F 0.4 0.8 0.2
S 5.4 0.1 1.9
O -1.3 0.2 -2.4
O -0.2 -1.1 0.1
F -1.0 0.5 0.3
N 1.8 0.8 0.5
S -3.8 -3.8 -0.6
O 0.1 0.9 -0.5
O 1.1 1.9 1.3
F 1.4 0.7 -1.3
S -1.0 -1.6 0.8
O 0.4 -0.5 -0.2
O 0.7 0.9 -1.6
F -0.7 0.5 1.1
N -1.1 -0.2 0.8
S 0.9 -2.5 1.3
O -1.2 1.5 0.4
O 0.5 -0.1 0.2
F -0.5 0.9 -1.2
S -0.4 1.9 -0.9
O 1.6 -0.9 0.9
O 0.4 0.3 -1.0
F -0.3 -0.8 -0.1
N 0.0 -2.2 -0.7
S 0.3 4.4 0.2
O 1.4 -1.1 0.5
O -2.3 -0.7 -0.2
F -0.1 -1.2 0.2
S 0.5 4.0 0.5
O -0.2 0.1 0.2
O -0.5 -0.4 -0.8
F 1.0 -3.1 0.1
N 1.2 -0.9 3.0
S 2.6 1.8 3.0
O -0.7 -1.3 -1.3
O -1.1 -0.4 -0.6
F -0.8 0.4 -0.8
S -5.4 -1.4 -2.9
O 2.5 1.1 -1.3
O 0.7 1.9 1.0
F 0.5 -1.1 -0.1
N 1.3 -1.4 -2.0
S -5.3 -2.4 -0.1
O -0.3 0.9 2.6
O 4.8 0.3 -2.1
F 0.1 1.5 -0.1
S 0.0 0.8 1.6
O -2.0 -0.1 0.9
O 1.8 -1.7 0.2
F -0.4 2.2 -0.9

Results of the Löwdin charge analysis, in e, for atoms 1 through 5:
1 C -0.11
2 C -0.24
3 C -0.16
4 C -0.15
5 N -0.19